DFT (ωB97M-V/def2-TZVPD) results for C4H10O2 as an isolated structure.

Geometry as XYZ:
```
16
Properties=species:S:1:pos:R:3
O -2.59 1.22 1.27
O 0.10 0.17 -0.11
C -1.43 0.51 1.68
C 1.81 0.37 -1.76
C 0.74 -0.41 -1.08
C -0.84 -0.37 0.64
H 2.24 1.11 -1.07
H 2.62 -0.29 -2.09
H 1.18 -1.83 0.46
H -0.65 1.20 2.04
H -1.41 -1.18 0.19
H 0.27 -1.28 -1.53
H 0.63 -1.76 1.00
H -2.35 1.73 0.48
H -1.76 -0.09 2.53
H 1.44 0.91 -2.65
```

Gap between HOMO and LUMO (alpha / beta): 8.00 / 8.20 eV
Lowest unoccupied orbital energy (alpha / beta): 0.024 / 0.029 hartree
Energy above the lowest of the compared OMol25 structures with the same formula, charge and spin: 4.850 eV
E_HOMO (alpha / beta): -7.3320 / -7.4215 eV